Below is a structure of composition C36H33ClO8Sr at a distorted geometry, with properties calculated with wB97M-V/def2-TZVPD.

```
! RIJCOSX wB97M-V def2-TZVPD def2/J DEFGRID3
* xyz -2 1
O 2.4152 0.3211 -0.2156
H 0.9380 -2.0755 2.6182
H 2.8081 0.9983 -6.2963
C -1.6993 3.0806 -2.7570
C 1.1756 0.9429 -3.3406
C -0.2013 1.9115 -5.0332
H -6.7595 -1.6872 0.0882
H 0.6583 2.2206 2.9844
C 2.1983 0.7499 -4.2515
C -3.0379 3.4370 -2.6260
C -4.9575 -0.1667 -4.7876
H 0.6750 2.0463 -6.9793
H -1.5160 -1.3379 1.9238
C -0.7702 4.1083 -2.8982
H -5.4763 0.7055 -5.1798
H 1.3058 0.6496 -2.3113
H -2.8254 6.7807 -3.1389
C -1.0700 -3.4876 -4.1039
O -0.9403 -1.6148 -1.4279
C -3.4396 0.0024 -4.9915
C -5.8016 -1.6960 -0.4157
H 0.2781 3.8549 -2.9250
H -2.0501 0.3036 -6.6021
C -1.6952 -5.6210 -2.4665
O -0.7731 1.3943 -1.4099
C -4.4228 -2.3992 -2.2536
H -1.1346 2.3620 -5.3442
C 0.4160 1.1917 2.7487
C 1.2405 0.0846 2.9774
H -1.9432 -6.4543 -1.8228
Sr 0.2084 -0.2386 -0.4704
H -3.7903 2.6875 -2.4438
C -0.7951 -4.7819 -4.5100
H -0.9198 -6.8681 -4.0342
H -0.8161 -2.6724 -4.7612
H 2.2387 0.1131 3.3896
C -0.6622 -0.6675 1.9971
H -0.8525 -0.7605 -3.8385
H -2.4114 -4.1496 -1.0949
C -1.1204 -5.8569 -3.7039
O 4.0501 -1.1948 0.4504
C -1.9703 -4.3300 -2.0629
C -1.6860 -3.2403 -2.8829
H -4.4879 5.0150 -2.7010
C -3.4800 -1.1009 -0.4755
H -2.6118 -0.6063 -0.0642
O 3.4712 -1.0024 -1.7874
H 3.1148 0.2812 -3.9163
C -3.1259 0.2059 -6.4832
C -5.6565 -2.3509 -1.6263
C -4.7089 -1.0646 0.1547
C -1.1629 5.4274 -3.0162
C -3.4364 4.7573 -2.7558
O -2.7686 -1.1405 -4.5208
H -3.4727 -0.6568 -7.0469
O 1.9839 -1.9663 -0.2901
H -4.8149 -0.5495 1.0984
H -5.2928 -1.0638 -5.3017
H -3.6156 1.1091 -6.8390
H -5.1635 -0.2651 -3.7248
C -2.5073 5.7563 -2.9859
C -1.9275 -1.8395 -2.3106
H -3.0258 0.6185 -2.2589
C -0.0394 1.4982 -3.7127
H -4.3102 -2.9091 -3.1994
C 2.0186 1.1429 -5.5683
C -0.7586 0.7485 2.1564
C -3.3201 -1.7830 -1.6748
O -2.9672 1.1073 -4.2713
C -1.1638 1.6380 -2.6705
C 0.8205 1.7294 -5.9507
C 0.5837 -1.0546 2.5446
C -2.3092 0.6465 -3.0918
C -1.8837 -0.7784 -3.4586
H -0.4210 6.2031 -3.1602
H -6.5135 -2.8371 -2.0755
H -0.3361 -4.9511 -5.4763
Cl 2.9666 -0.9674 -0.4510
H -1.6566 1.3350 1.9910
*
```

HOMO energy ... -1.48 eV
E_tot ... -67601.130 eV
ΔE to the lowest compared entry with this formula, charge and spin ... 251.8 kJ/mol
HOMO-LUMO gap ... 5.8 eV

Below is a structure of composition C36H33CoF2N6O3, with properties calculated with wB97M-V/def2-TZVPD.

```
! RIJCOSX wB97M-V def2-TZVPD def2/J DEFGRID3
* xyz 0 5
C -1.4693 -1.1358 2.8028
C -5.2751 0.0808 1.1012
O 0.9883 -1.9940 0.9646
C -0.0507 0.2350 -3.7552
C 3.1598 3.0623 -2.9131
C -0.1487 -0.6711 3.3614
C 1.7149 3.1917 -0.9769
H 4.6124 -4.3078 0.5267
H -2.0279 2.1135 1.2362
Co 0.0577 -0.0168 0.4888
C 2.1728 3.7084 -2.1868
C -5.5827 -0.6297 -0.0457
N 2.8632 -3.2061 0.6407
H 4.5502 1.4274 -2.9302
C 3.5987 -4.3495 0.1386
H 3.3534 -2.4507 1.0892
H 0.7665 5.0321 -0.4278
H 1.1836 -0.5229 -5.3411
C 1.5374 -3.0067 0.4977
H -4.4823 1.6104 3.0424
H 4.7316 0.5349 0.1689
H -6.5755 -0.5762 -0.4764
C 0.4640 -0.4540 -1.5239
N -1.6666 -0.7070 1.5369
H 1.7580 4.6437 -2.5501
C 1.7287 -1.2432 -3.3833
C 2.2451 1.9845 -0.5113
N -1.2942 1.2930 -0.4934
H 4.5524 -0.3722 -1.3492
H -1.3635 -1.9816 -0.8692
C 0.7252 3.9773 -0.1526
H -2.1590 -3.2810 0.0194
C 3.7400 1.9142 -2.3963
C 1.4950 -1.2243 -2.0235
C 1.7300 0.5798 2.8676
C 2.2690 0.3584 4.1179
H -3.7544 0.1785 3.7938
H -2.6247 1.4543 -3.5554
C -1.4208 1.1096 -1.8146
H -4.3103 2.7801 -2.3199
H 2.1766 -1.7757 -1.3938
C -2.3269 -2.4528 -0.6789
C -3.4471 2.3791 -1.8030
H -0.2992 -1.5619 5.2855
C -3.3274 -1.4964 -0.0842
C 1.5404 -0.4241 5.0096
H -6.0349 0.6950 1.5751
C -4.6058 -1.4216 -0.6271
O 3.4826 1.9000 1.9795
H 3.4978 3.4678 -3.8598
C -0.3441 0.2833 -2.3998
H 1.2795 -4.6602 -0.7046
C -3.2826 2.5921 -0.4442
C -3.0084 -0.7493 1.0569
C 2.4003 1.3610 1.7664
H 3.6553 -4.3544 -0.9538
C -2.1934 2.0142 0.1712
O -2.2306 -1.7605 3.5342
C -2.5079 1.6380 -2.4998
N 0.8261 -3.9780 -0.1235
C 4.0182 0.1962 -0.5854
C -3.7336 0.8271 2.9174
H -2.7439 1.2902 2.9021
C 3.3122 1.3811 -1.1851
H -3.9937 3.1626 0.1372
H 1.9334 -0.6231 5.9990
C 0.9765 -0.5206 -4.2805
H 3.1500 -5.2837 0.4805
N 1.6738 1.3492 0.6342
F 2.7498 -1.9877 -3.8520
H 3.2294 0.7922 4.3588
H -0.1299 -3.7470 -0.3363
H -2.6954 -2.8594 -1.6219
C -4.0044 0.0321 1.6679
C 0.3092 -0.9512 4.6328
H 3.3114 -0.4618 -0.0776
H 0.9520 3.8896 0.9103
H -4.8372 -2.0056 -1.5122
N 0.5536 0.0802 2.5322
H -0.3003 3.6395 -0.2981
F -0.7737 0.9650 -4.6281
*
```

HOMO energy (alpha / beta) ... -7.95 / -8.12 eV
<S²> ... 6.01
E_tot ... -96014.932 eV
ΔE to the lowest compared entry with this formula, charge and spin ... 0.0 kJ/mol
HOMO-LUMO gap (alpha / beta) ... 8.1 / 6.6 eV

Below is a structure of composition C36H33IrN12OSTe at a distorted geometry, with properties calculated with wB97M-V/def2-TZVPD.

```
! RIJCOSX wB97M-V def2-TZVPD def2/J DEFGRID3
* xyz 3 2
C 3.2365 2.3790 1.2854
N 0.0185 2.0712 -6.2432
H 4.7834 2.5687 -0.1914
N -1.3447 -1.7354 0.2001
H 2.8446 2.6211 4.2342
C 1.8697 2.9530 3.8714
H 0.0328 3.0409 -0.1727
C -0.7672 0.2102 -5.5482
C -2.1271 -2.8263 -3.8879
N -1.8974 -3.7361 -0.5706
C -0.6344 2.2999 -5.1414
C -2.7510 1.6408 0.4650
C 3.8670 2.0678 0.0903
N 0.1930 1.3739 2.9936
C -1.4898 4.7022 -2.4235
H 2.2126 -1.2464 4.7316
C 2.7733 -5.6888 4.2163
H -2.4386 2.1592 5.6454
H -2.1961 -0.6524 -1.4497
C -1.3276 -3.0847 0.4015
H 3.3825 -5.0308 7.4787
H -3.4725 0.8549 5.1535
C 3.1676 -5.8950 5.5282
H 0.6029 -1.9602 4.5740
C 3.0643 -4.8669 6.4587
C -0.7859 -3.5136 -5.7713
H -3.1757 4.9827 -1.1091
H 1.6505 -0.2612 -0.9411
H -0.9248 -3.5720 1.2720
C -0.9848 2.7166 -0.0325
H 1.1874 3.0393 4.7102
H 2.4414 -4.6793 1.6860
C -1.3858 3.5329 -3.1566
C 1.3388 1.9928 2.8686
C -1.7248 0.9926 4.1377
N -0.0628 0.7504 -6.4981
H 0.1868 4.7196 -5.9200
H -1.7734 2.5969 -2.7721
C 3.3056 1.1052 -0.7360
C -0.4254 5.9041 -4.2258
C 2.2624 -4.4546 3.8348
C 2.5750 -3.6280 6.0780
C 2.1786 -3.4147 4.7647
H 3.5592 -6.8571 5.8268
H -2.3654 -0.6994 -3.6755
C -1.0171 5.8922 -2.9713
C 2.0668 1.7121 1.6398
S -2.0586 -0.4573 3.2308
C -1.9691 -1.5867 -0.9676
C -0.2856 4.7312 -4.9476
N -0.5951 1.6698 3.9944
C -1.8992 -1.5042 -4.2302
O -1.1524 1.1499 -4.6495
N -2.0547 3.4298 -0.3737
H 0.0686 -1.9332 -6.9594
H 2.0008 3.9384 3.4195
N 1.5372 0.7744 0.8324
H -0.0624 6.8364 -4.6354
C -1.5538 -3.8325 -4.6577
H 3.7680 0.8263 -1.6724
N -2.6164 1.3758 5.0306
Te 1.8186 -2.0697 2.1609
H -1.7125 -4.8710 -4.3949
N -3.1731 2.7520 -0.0708
H -3.9302 -2.6247 -2.7251
C -1.0805 -1.1814 -5.3106
C -2.1191 4.7234 -1.0457
Ir -0.3817 -0.2365 1.4755
H -3.1678 -4.2212 -2.6185
H 3.6495 3.1313 1.9416
H 2.8692 -6.4858 3.4899
H -1.6294 5.4748 -0.4257
N -1.3873 1.5668 0.5021
C -2.9774 -3.1533 -2.6818
H 0.7827 -4.6032 2.2730
H -1.1146 6.8166 -2.4146
C -0.5385 -2.1931 -6.1034
C 1.6557 -2.0830 4.3116
C -0.7777 3.5413 -4.4134
H -0.3718 -4.3094 -6.3746
H -3.4095 0.8704 0.8291
C 2.1316 0.4880 -0.3259
C 1.7921 -4.2168 2.4283
N -2.3007 -2.7865 -1.4310
H 2.5162 -2.8243 6.8014
*
```

HOMO energy (alpha / beta) ... -14.42 / -14.42 eV
<S²> ... 0.78
E_tot ... -78738.117 eV
ΔE to the lowest compared entry with this formula, charge and spin ... 150.5 kJ/mol
HOMO-LUMO gap (alpha / beta) ... 4.7 / 2.4 eV

Question: Look up the ΔE to the lowest compared entry with this formula, charge and spin of the third one.
Answer: 150.5 kJ/mol

Question: Which of these has the lowest ΔE to the lowest compared entry with this formula, charge and spin?
Answer: C36H33CoF2N6O3

Repeat the second record exactly.
Below is a structure of composition C36H33CoF2N6O3, with properties calculated with wB97M-V/def2-TZVPD.

```
! RIJCOSX wB97M-V def2-TZVPD def2/J DEFGRID3
* xyz 0 5
C -1.4693 -1.1358 2.8028
C -5.2751 0.0808 1.1012
O 0.9883 -1.9940 0.9646
C -0.0507 0.2350 -3.7552
C 3.1598 3.0623 -2.9131
C -0.1487 -0.6711 3.3614
C 1.7149 3.1917 -0.9769
H 4.6124 -4.3078 0.5267
H -2.0279 2.1135 1.2362
Co 0.0577 -0.0168 0.4888
C 2.1728 3.7084 -2.1868
C -5.5827 -0.6297 -0.0457
N 2.8632 -3.2061 0.6407
H 4.5502 1.4274 -2.9302
C 3.5987 -4.3495 0.1386
H 3.3534 -2.4507 1.0892
H 0.7665 5.0321 -0.4278
H 1.1836 -0.5229 -5.3411
C 1.5374 -3.0067 0.4977
H -4.4823 1.6104 3.0424
H 4.7316 0.5349 0.1689
H -6.5755 -0.5762 -0.4764
C 0.4640 -0.4540 -1.5239
N -1.6666 -0.7070 1.5369
H 1.7580 4.6437 -2.5501
C 1.7287 -1.2432 -3.3833
C 2.2451 1.9845 -0.5113
N -1.2942 1.2930 -0.4934
H 4.5524 -0.3722 -1.3492
H -1.3635 -1.9816 -0.8692
C 0.7252 3.9773 -0.1526
H -2.1590 -3.2810 0.0194
C 3.7400 1.9142 -2.3963
C 1.4950 -1.2243 -2.0235
C 1.7300 0.5798 2.8676
C 2.2690 0.3584 4.1179
H -3.7544 0.1785 3.7938
H -2.6247 1.4543 -3.5554
C -1.4208 1.1096 -1.8146
H -4.3103 2.7801 -2.3199
H 2.1766 -1.7757 -1.3938
C -2.3269 -2.4528 -0.6789
C -3.4471 2.3791 -1.8030
H -0.2992 -1.5619 5.2855
C -3.3274 -1.4964 -0.0842
C 1.5404 -0.4241 5.0096
H -6.0349 0.6950 1.5751
C -4.6058 -1.4216 -0.6271
O 3.4826 1.9000 1.9795
H 3.4978 3.4678 -3.8598
C -0.3441 0.2833 -2.3998
H 1.2795 -4.6602 -0.7046
C -3.2826 2.5921 -0.4442
C -3.0084 -0.7493 1.0569
C 2.4003 1.3610 1.7664
H 3.6553 -4.3544 -0.9538
C -2.1934 2.0142 0.1712
O -2.2306 -1.7605 3.5342
C -2.5079 1.6380 -2.4998
N 0.8261 -3.9780 -0.1235
C 4.0182 0.1962 -0.5854
C -3.7336 0.8271 2.9174
H -2.7439 1.2902 2.9021
C 3.3122 1.3811 -1.1851
H -3.9937 3.1626 0.1372
H 1.9334 -0.6231 5.9990
C 0.9765 -0.5206 -4.2805
H 3.1500 -5.2837 0.4805
N 1.6738 1.3492 0.6342
F 2.7498 -1.9877 -3.8520
H 3.2294 0.7922 4.3588
H -0.1299 -3.7470 -0.3363
H -2.6954 -2.8594 -1.6219
C -4.0044 0.0321 1.6679
C 0.3092 -0.9512 4.6328
H 3.3114 -0.4618 -0.0776
H 0.9520 3.8896 0.9103
H -4.8372 -2.0056 -1.5122
N 0.5536 0.0802 2.5322
H -0.3003 3.6395 -0.2981
F -0.7737 0.9650 -4.6281
*
```

HOMO energy (alpha / beta) ... -7.95 / -8.12 eV
<S²> ... 6.01
E_tot ... -96014.932 eV
ΔE to the lowest compared entry with this formula, charge and spin ... 0.0 kJ/mol
HOMO-LUMO gap (alpha / beta) ... 8.1 / 6.6 eV

Question: Which formula does entry 1 have?
Answer: C36H33ClO8Sr